No. 1
The following is a quantum chemistry calculation of C45H42F3N6O3P2STi as an isolated structure, from the OMol25 dataset.

Structure (ORCA input):
```
! RIJCOSX wB97M-V def2-TZVPD def2/J DEFGRID3
* xyz 0 2
Ti -0.203 0.384 0.015
S 0.583 -1.660 -3.629
P 2.216 -2.079 0.239
P 0.124 -2.105 2.386
F -1.718 2.381 1.828
F -1.850 0.434 2.720
F -3.129 0.915 1.054
O -0.580 -1.382 1.277
O 1.017 1.198 1.344
O 1.489 -0.903 -0.314
N 1.116 1.477 -1.380
N -0.747 -3.832 -2.968
N 2.707 2.718 -2.218
N -1.466 1.913 -0.958
N -1.491 -1.994 -1.871
N -1.434 -0.641 -1.599
C 0.165 -4.807 3.137
C 0.939 1.563 -2.745
C -1.649 -6.306 2.658
C 2.686 -5.980 -0.738
C -0.194 -0.304 6.578
C -0.823 -1.508 6.309
C 4.952 -2.070 0.946
C 0.527 0.345 5.583
C -1.939 -4.593 -2.662
C 4.323 -1.275 -1.247
C -0.730 -2.073 5.044
C 3.825 3.320 0.395
C -0.636 -2.474 -2.742
C -1.816 1.041 1.493
C -3.051 -4.433 -3.693
C 4.267 3.744 1.630
C 6.283 -1.805 0.658
C -1.346 3.218 -0.735
C 2.699 2.504 0.248
C 0.622 -0.215 4.323
C -0.002 -1.430 4.049
C 3.544 3.368 2.759
C 3.973 -1.806 -0.005
C 2.441 2.551 2.645
C -2.525 1.448 -1.629
C 0.568 -4.223 -0.343
C -0.528 -3.775 2.512
C 2.008 2.051 1.397
C 6.632 -1.283 -0.579
C -1.790 -4.008 1.971
C -3.622 -0.678 -2.643
C -2.349 -5.274 2.050
C 0.329 -5.581 -0.489
C 1.913 -2.184 2.036
C 5.655 -1.020 -1.531
C -2.504 0.001 -1.923
C -3.437 3.652 -1.768
C 1.919 2.328 -3.280
C -3.554 2.298 -2.019
C -2.301 4.132 -1.137
C 2.186 2.195 -1.082
C -0.392 -6.074 3.202
C 2.935 -4.631 -0.552
C 1.875 -3.746 -0.337
C 1.383 -6.458 -0.683
H 4.376 3.640 -0.482
H -1.393 -2.009 7.081
H 0.160 1.017 -3.244
H 1.131 0.307 3.526
H 1.191 -7.517 -0.804
H -2.715 -4.763 -4.678
H 7.672 -1.078 -0.801
H 1.868 2.287 3.521
H -4.226 4.329 -2.067
H -0.688 -5.948 -0.460
H 2.371 -1.301 2.489
H -2.082 -7.297 2.710
H -3.329 -5.457 1.627
H -1.231 -3.010 4.837
H -1.651 -5.645 -2.588
H 1.002 1.295 5.790
H 5.932 -0.612 -2.494
H 7.046 -2.003 1.400
H 2.355 -3.081 2.471
H 3.846 3.721 3.738
H -3.346 -3.387 -3.769
H -3.929 -5.021 -3.417
H 1.141 -4.629 3.574
H 0.153 -6.880 3.677
H -0.258 -3.527 -0.248
H -2.166 5.184 -0.930
H 4.684 -2.477 1.914
H -4.456 -0.016 -2.852
H 3.510 -6.658 -0.918
H -0.210 -4.118 -3.771
H 5.142 4.373 1.713
H 3.503 3.325 -2.269
H -2.310 -3.197 1.473
H -2.296 -4.279 -1.680
H -3.248 -1.090 -3.581
H -0.270 0.136 7.564
H 2.138 2.604 -4.295
H -4.426 1.912 -2.521
H -3.968 -1.523 -2.046
H 3.544 -1.064 -1.974
H 3.954 -4.268 -0.573
H -0.462 3.525 -0.191
*
```

Kohn-Sham gap (alpha / beta) (Ha): 0.254 / 0.251


No. 2
The following is a quantum chemistry calculation of C45H42IrN5O4S4 as an isolated structure, from the OMol25 dataset.

Structure (ORCA input):
```
! RIJCOSX wB97M-V def2-TZVPD def2/J DEFGRID3
* xyz 2 1
Ir 0.254 -0.006 0.008
S 1.588 3.950 1.320
S -1.551 3.005 1.314
S -1.488 -1.697 -0.549
S -0.017 1.034 -2.359
O -0.870 -2.910 0.021
O -1.242 4.209 0.597
O -2.758 2.307 0.997
O 0.339 -0.441 -2.322
N 1.884 1.560 0.461
N 0.235 -1.020 2.029
N 2.009 -1.441 -0.105
N -0.300 1.906 1.038
N -1.494 3.996 7.117
C -4.127 0.608 -2.459
C 0.220 1.592 -4.051
C -3.288 -2.311 -7.060
C -1.494 3.761 5.784
C -3.458 2.890 -1.867
C -5.827 2.251 -1.823
C -5.173 -2.518 0.878
C -3.234 -0.587 -5.376
C -1.490 3.291 3.045
C -1.950 -3.780 -3.929
C -3.513 -0.981 -6.654
C -6.812 1.323 -2.011
C -2.784 -3.220 -6.173
C -5.173 -0.324 -2.660
C -4.603 -0.277 1.527
C 0.150 1.219 -6.397
C -2.718 -1.504 -4.428
C -1.807 1.207 -2.332
C -2.005 2.554 5.265
C -2.418 -1.121 -3.090
C -3.407 -0.387 0.843
C -6.478 0.030 -2.452
C -5.498 -1.346 1.565
C 0.410 2.569 -6.632
C 0.055 0.719 -5.109
C -1.645 -3.398 -2.655
C 3.163 3.412 0.862
C -2.750 0.249 -2.617
C 3.125 2.141 0.413
C -6.776 -1.227 2.340
C 0.521 2.933 -4.242
C -3.110 -1.566 0.182
C -1.989 2.320 3.910
C -3.982 -2.642 0.186
C 0.957 2.382 0.926
C -2.153 2.530 -1.998
C -4.472 1.925 -2.050
C 0.606 3.413 -5.537
C 1.989 -2.345 1.048
C 1.587 -1.548 2.274
C -1.897 -2.080 -2.250
C 0.500 3.125 -8.021
C -2.485 -2.845 -4.843
C -0.974 4.719 4.893
C -0.985 4.490 3.536
H -1.224 -4.089 -1.937
H 2.852 -0.876 -0.111
H 0.011 0.546 -7.234
H -3.905 -0.269 -7.367
H 3.972 1.593 0.029
H -2.424 1.819 5.940
H -4.837 0.649 2.038
H -1.926 3.353 7.754
H 1.956 -1.951 -0.984
H 0.825 4.460 -5.702
H -3.728 -3.568 -0.316
H -6.065 3.253 -1.489
H -3.504 -2.607 -8.077
H 0.683 3.595 -3.401
H -0.095 -0.451 2.804
H -0.141 -0.331 -4.925
H -7.458 -0.537 1.840
H -2.387 1.402 3.494
H -2.598 -4.242 -6.475
H 1.616 -2.192 3.155
H -7.271 -2.190 2.440
H -3.720 3.903 -1.594
H -0.401 -1.808 1.891
H -7.847 1.579 -1.830
H 4.016 4.061 0.956
H -0.582 5.648 5.286
H -2.710 0.439 0.823
H 1.232 -3.104 0.853
H 2.260 -0.703 2.426
H -3.403 0.441 -5.081
H -1.365 3.256 -1.836
H -6.578 -0.823 3.333
H -4.937 -1.328 -2.986
H -7.263 -0.693 -2.625
H -0.639 5.243 2.844
H -1.162 4.871 7.477
H 0.135 2.416 -8.761
H -0.070 4.050 -8.099
H 1.537 3.369 -8.258
H 2.954 -2.827 1.212
H -1.781 -4.798 -4.253
H -5.866 -3.349 0.895
*
```

Kohn-Sham gap (Ha): 0.207


No. 3
The following is a quantum chemistry calculation of C45H43As2Cl2NO12TeTi as an isolated structure, from the OMol25 dataset.

Structure (ORCA input):
```
! RIJCOSX wB97M-V def2-TZVPD def2/J DEFGRID3
* xyz 2 1
Te 4.361 0.444 0.980
As -1.713 0.028 3.947
As 0.012 2.978 2.003
Ti -1.105 1.229 -0.882
Cl -3.828 1.065 -1.115
Cl -2.573 1.656 -3.581
O 0.956 1.851 6.438
O -3.729 0.868 2.063
O -2.521 -3.433 -3.944
O -0.287 -1.950 0.812
O -3.071 4.575 -1.482
O 0.867 -1.372 2.656
O -0.602 0.246 6.565
O 1.741 3.561 2.727
O 2.966 2.351 4.066
O -2.795 2.719 1.250
O -1.288 -0.269 -1.665
O -1.555 2.955 -1.141
N 0.791 1.514 -1.482
C -1.101 -0.156 2.052
C 1.805 2.616 3.603
C 3.280 1.260 4.958
C -2.258 -2.878 -2.901
C 1.696 -1.317 -3.477
C -0.503 0.257 8.005
C -4.010 3.429 1.588
C -4.057 -2.265 0.394
C -5.360 -2.569 0.023
C 5.224 -3.512 -0.678
C -0.157 3.443 -5.987
C 2.449 -3.548 -4.364
C 0.735 0.964 -2.714
C 5.828 -3.256 -1.902
C 2.146 1.340 -0.871
C 0.195 1.081 5.915
C -0.473 -1.061 -2.405
C 5.612 -0.889 -1.518
C -2.684 3.450 -1.588
C 0.456 -3.169 0.631
C -3.552 2.369 -2.296
C -0.831 -2.345 -2.815
C 1.420 -2.661 -3.726
C 4.998 -1.147 -0.298
C -3.031 -2.347 -0.533
C 0.545 1.895 3.608
C 0.139 -3.122 -3.454
C -1.009 4.298 3.022
C 0.409 1.785 -3.832
C 0.083 4.005 -4.734
C -0.095 2.063 -6.174
C 0.177 1.234 -5.110
C -4.605 -3.059 -2.203
C -1.542 0.689 1.099
C 2.333 0.383 0.264
C -0.084 1.045 4.433
C -3.293 -2.727 -1.846
C 6.026 -1.946 -2.317
C -0.035 -1.188 1.879
C -5.629 -2.976 -1.277
C 4.821 -2.459 0.129
C -1.289 -1.794 4.563
C -2.800 1.404 1.524
C 0.761 -0.513 -2.853
C 0.381 3.190 -3.665
H 0.492 -0.060 8.311
H -0.265 -3.948 0.395
H -1.757 3.802 3.640
H 5.086 -4.532 -0.343
H 3.074 1.553 5.980
H -1.510 4.963 2.321
H 1.151 -3.049 -0.200
H 2.432 2.347 -0.554
H -0.328 4.870 3.649
H -4.110 3.509 2.669
H 2.125 -4.586 -4.355
H -1.787 -1.943 5.517
H 2.708 0.372 4.690
H -3.923 4.409 1.131
H -0.265 1.643 -7.156
H 2.823 1.050 -1.677
H -3.842 -1.970 1.414
H -2.022 -2.147 -0.217
H 2.133 -0.633 -0.064
H 2.610 -3.259 -5.404
H 4.342 1.084 4.826
H -0.226 -1.988 4.662
H -4.797 -3.389 -3.215
H -4.486 2.751 -2.691
H -1.252 -0.439 8.365
H 0.999 -3.415 1.539
H -0.384 4.089 -6.825
H 1.688 0.653 1.097
H -0.688 1.260 8.382
H 6.511 -1.745 -3.263
H 0.056 5.078 -4.603
H 4.391 -2.653 1.103
H -6.637 -3.246 -1.562
H -1.726 -2.477 3.834
H 2.647 -0.893 -3.781
H -6.163 -2.502 0.746
H 5.789 0.130 -1.839
H -0.152 -4.114 -3.773
H -4.871 2.894 1.193
H 3.405 -3.470 -3.846
H 0.201 0.159 -5.246
H 6.168 -4.076 -2.520
H 0.611 3.607 -2.696
*
```

Kohn-Sham gap (Ha): 0.198


No. 4
The following is a quantum chemistry calculation of C45H43AsBaN7OPS4 as an isolated structure, from the OMol25 dataset.

Structure (ORCA input):
```
! RIJCOSX wB97M-V def2-TZVPD def2/J DEFGRID3
* xyz 0 1
Ba -0.418 1.105 -0.797
As 1.409 -1.656 -0.619
S -4.319 1.038 2.499
S -0.873 3.403 1.722
S 2.507 1.511 -0.763
S -3.548 1.967 -0.211
P -2.836 0.551 -3.909
O -0.424 3.039 0.363
N -1.903 0.817 1.534
N -4.341 -0.641 -1.907
N -1.519 2.701 -2.685
N -0.096 0.192 -3.299
N -0.671 -0.397 -5.342
N -3.435 3.266 -3.614
N -2.178 -0.712 -1.482
C 2.501 -1.827 3.482
C 2.034 -6.253 -1.738
C -3.171 0.033 4.851
C 2.851 2.440 2.888
C 3.279 -1.165 -0.911
C 0.665 -0.624 -5.222
C -0.803 -0.395 4.841
C -1.485 -0.606 -6.508
C -0.505 5.204 1.807
C -2.841 -1.336 -0.482
C 1.003 -0.252 -3.948
C 0.440 -2.696 1.867
C 3.935 1.631 4.995
C -3.062 0.430 3.534
C -4.185 -1.293 -0.723
C -1.713 4.023 -2.503
C -2.902 4.393 -3.067
C 3.621 0.200 -0.984
C 1.493 2.238 4.850
C 5.609 -1.761 -1.217
C 2.154 -4.498 -0.110
C 5.943 -0.417 -1.299
C 0.516 2.956 2.789
C -3.099 -0.284 -2.324
C -5.589 -0.254 -2.493
C 1.498 -2.617 4.014
C 4.963 0.543 -1.193
C 1.292 -4.041 -2.295
C 0.380 2.653 4.133
C 1.499 -5.363 -2.653
C 2.733 2.106 4.233
C -0.698 -0.029 3.513
C -3.096 1.243 1.205
C 1.622 -3.588 -1.022
C -2.567 2.255 -3.346
C 2.493 -1.493 2.136
C 4.284 -2.118 -1.036
C 0.450 -3.034 3.207
C 1.752 2.878 2.177
C -1.839 0.389 2.830
C -1.097 0.101 -4.150
C -4.695 3.168 -4.293
C 2.358 -5.819 -0.464
C -2.024 -0.384 5.503
C 1.470 -1.941 1.309
H -3.403 5.338 -3.117
H 3.302 -0.901 1.720
H -5.494 2.926 -3.588
H -5.021 -1.655 -0.161
H 2.204 -7.282 -2.016
H -0.897 -1.092 -7.285
H 0.507 5.350 1.452
H 3.659 0.901 5.753
H 1.963 -0.261 -3.466
H -2.312 -1.747 0.356
H 4.419 2.471 5.496
H -1.210 5.713 1.160
H 1.387 1.990 5.897
H -4.131 0.050 5.344
H -0.582 2.722 4.620
H 4.662 1.187 4.317
H 6.369 -2.525 -1.300
H -0.352 -3.617 3.633
H 4.033 -3.170 -0.985
H -6.336 -1.024 -2.308
H -0.613 5.536 2.831
H 1.534 -2.922 5.051
H -5.929 0.687 -2.055
H -4.644 2.385 -5.052
H 3.308 -1.482 4.113
H 1.250 -1.021 -6.026
H -4.930 4.116 -4.776
H -5.460 -0.125 -3.569
H 0.875 -3.337 -3.012
H 1.255 -5.703 -3.649
H 6.973 -0.122 -1.439
H 3.800 2.359 2.383
H 5.204 1.594 -1.260
H -2.342 -1.236 -6.263
H -1.855 0.349 -6.890
H -0.988 4.617 -1.984
H 2.784 -6.508 0.251
H 2.433 -4.167 0.884
H 0.088 -0.698 5.373
H -0.355 -3.063 1.221
H 0.256 -0.058 3.009
H 1.845 3.136 1.135
H -2.082 -0.695 6.536
*
```

Kohn-Sham gap (Ha): 0.241


Question: Which formula does entry 4 have?
Answer: C45H43AsBaN7OPS4


Question: What is the formula in the first record?
Answer: C45H42F3N6O3P2STi